1.
8
Properties=species:S:1:pos:R:3 method="wB97M-V/def2-TZVPD" mol_weight_g_mol=82.062 de_lowest_kcal_mol=36.59 fmax_ev_per_a=6.63 total_energy_ha=-300.173107 homo_lumo_gap_ev=8.494 charge=0
C 1.07 -0.22 0.06
C 0.13 0.92 0.01
C -1.00 -0.71 -0.05
H 0.44 1.98 0.04
H -1.80 -1.22 0.24
N -1.21 0.67 -0.13
N 0.17 -1.38 -0.08
O 2.22 -0.03 -0.09

2.
16
Properties=species:S:1:pos:R:3 method="wB97M-V/def2-TZVPD" mol_weight_g_mol=90.126 de_lowest_kcal_mol=124.01 fmax_ev_per_a=2.97 total_energy_ha=-304.877029 homo_lumo_gap_ev=7.997 charge=0
C -1.39 1.13 -0.03
C -0.76 -0.75 -0.56
O -1.13 1.13 1.37
N -0.94 -1.64 0.33
H -0.98 0.20 1.62
H -0.30 -1.58 1.12
H -2.47 1.14 -0.24
H -1.03 2.10 -0.42
H -1.27 -0.84 -1.52
C 1.78 -0.32 0.27
N 0.85 -0.08 -0.84
H 1.39 -0.16 -1.70
H 0.21 0.79 -1.03
H 1.86 -1.38 0.50
H 1.42 0.23 1.15
H 2.77 0.04 0.00

3.
24
Properties=species:S:1:pos:R:3 method="wB97M-V/def2-TZVPD" mol_weight_g_mol=296.880 de_lowest_kcal_mol=13.01 fmax_ev_per_a=2.26 total_energy_ha=-2996.562021 homo_lumo_gap_ev="10.050 / 2.448" charge=+1 s_squared=0.75 spin_multiplicity=2
Cl 5.31 0.00 -3.58
C 3.74 -0.80 -3.14
C 2.57 -0.23 -3.96
Cl 1.05 -1.08 -3.59
H 3.72 -0.83 -2.06
H 3.94 -1.81 -3.50
H 2.72 -0.35 -5.04
H 2.39 0.83 -3.78
Cl -2.23 -0.90 6.76
C -2.41 -0.34 5.12
C -1.17 -0.92 4.47
Cl -1.18 -0.33 2.78
H -2.66 0.72 5.08
H -3.30 -0.81 4.70
H -1.17 -2.00 4.28
H -0.28 -0.50 4.93
Cl 0.60 1.86 -1.44
C -0.75 0.87 -0.94
C -2.13 1.34 -1.22
Cl -2.35 1.82 -2.85
H -0.60 0.70 0.13
H -0.71 -0.02 -1.56
H -2.26 2.24 -0.63
H -2.84 0.55 -0.99

4.
24
Properties=species:S:1:pos:R:3 method="wB97M-V/def2-TZVPD" mol_weight_g_mol=206.274 de_lowest_kcal_mol=5.59 fmax_ev_per_a=2.38 total_energy_ha=-966.169584 homo_lumo_gap_ev=8.303 charge=0 smiles=CNc1nc(SC)nc2ncccc12
C -1.85 -3.07 -0.29
N -0.95 -2.17 -0.93
C -0.52 -1.02 -0.28
N -1.12 -0.73 0.88
C -0.65 0.41 1.47
S -1.46 0.72 2.97
C -0.55 2.21 3.45
N 0.17 1.31 0.98
C 0.80 0.99 -0.15
N 1.62 1.99 -0.59
C 2.19 1.90 -1.78
C 2.01 0.74 -2.63
C 1.15 -0.25 -2.20
C 0.51 -0.17 -0.89
H -1.86 -3.96 -0.96
H -2.93 -2.76 -0.26
H -1.58 -3.38 0.74
H -0.33 -2.60 -1.66
H -0.99 2.66 4.35
H -0.43 2.98 2.58
H 0.53 1.95 3.75
H 2.82 2.76 -2.13
H 2.46 0.70 -3.62
H 0.95 -1.18 -2.80

5.
21
Properties=species:S:1:pos:R:3 method="wB97M-V/def2-TZVPD" mol_weight_g_mol=106.169 de_lowest_kcal_mol=80.52 fmax_ev_per_a=9.44 total_energy_ha=-345.447871 homo_lumo_gap_ev=9.314 charge=0 smiles=NCCCCN.O
N -0.32 -1.66 -0.51
C -0.66 -0.68 -1.48
C -0.37 0.82 -0.91
C 0.44 0.90 0.43
C -0.53 1.49 1.51
N -1.97 1.01 1.64
H 0.67 -1.67 -0.36
H -0.71 -1.23 0.38
H -1.81 -0.79 -1.67
H -0.18 -0.85 -2.39
H -1.36 1.37 -0.88
H 0.30 1.45 -1.71
H 1.36 1.43 0.26
H 1.01 -0.01 0.83
H 0.02 1.31 2.49
H -0.58 2.62 1.30
H -2.24 0.17 1.58
H -2.50 1.30 0.77
O 2.77 -2.08 -0.29
H 3.33 -2.07 -1.10
H 3.33 -2.81 0.12

6.
45
Properties=species:S:1:pos:R:3 method="wB97M-V/def2-TZVPD" mol_weight_g_mol=386.429 de_lowest_kcal_mol=32.21 fmax_ev_per_a=1.27 total_energy_ha=-1618.728035 homo_lumo_gap_ev=8.090 charge=0 smiles="COCCN(Cc1cc2cc3c(cc2[nH]c1=O)OCO3)C(=O)c1cccs1"
C -5.71 -0.86 -0.01
O -5.00 -0.39 1.11
C -4.69 0.98 1.08
C -3.66 1.37 0.00
N -2.49 0.52 0.05
C -1.59 0.67 1.18
C -0.16 0.85 0.75
C 0.87 0.13 1.27
C 2.20 0.25 0.78
C 3.25 -0.55 1.28
C 4.48 -0.40 0.71
C 4.71 0.51 -0.34
C 3.71 1.30 -0.84
C 2.44 1.16 -0.27
N 1.39 1.92 -0.72
C 0.09 1.87 -0.27
O -0.74 2.64 -0.72
O 6.01 0.45 -0.71
C 6.62 -0.52 0.12
O 5.65 -1.05 1.00
C -2.28 -0.35 -0.96
O -3.03 -0.45 -1.92
C -1.06 -1.19 -0.87
C 0.00 -1.17 -1.74
C 0.98 -2.13 -1.44
C 0.65 -2.90 -0.37
S -0.88 -2.46 0.29
H -6.61 -0.26 -0.19
H -6.00 -1.88 0.22
H -5.10 -0.86 -0.92
H -5.60 1.58 0.92
H -4.29 1.20 2.07
H -3.35 2.41 0.13
H -4.08 1.25 -0.99
H -1.67 -0.18 1.86
H -1.90 1.57 1.71
H 0.68 -0.59 2.05
H 3.07 -1.25 2.07
H 3.89 2.00 -1.64
H 1.57 2.61 -1.44
H 7.43 -0.05 0.70
H 7.03 -1.33 -0.50
H 0.06 -0.47 -2.55
H 1.89 -2.25 -2.00
H 1.19 -3.71 0.07

7.
30
Properties=species:S:1:pos:R:3 method="wB97M-V/def2-TZVPD" mol_weight_g_mol=228.386 de_lowest_kcal_mol=0.00 fmax_ev_per_a=6.05 total_energy_ha=-1296.335607 homo_lumo_gap_ev=9.080 charge=0
C -3.82 -1.39 0.95
C -3.45 0.10 0.82
C -1.24 0.12 -1.10
C -1.22 -0.92 -2.05
C 1.02 -1.16 -1.69
C 1.14 -0.12 -0.89
C 3.37 -0.05 0.94
C 3.49 -1.48 0.97
C 0.07 0.64 -0.61
C -0.04 1.90 0.14
H -2.99 -2.00 0.39
H -3.58 -1.41 2.29
H -4.87 -1.72 0.65
H -2.70 0.35 1.49
H -4.25 0.74 1.30
H -2.29 -1.02 -2.77
H 2.09 -1.53 -2.01
H 4.33 0.37 1.31
H 2.50 0.44 1.34
H 3.58 -1.66 2.01
H 2.70 -1.80 0.50
H 4.39 -1.86 0.54
H 0.37 1.82 1.22
H -1.16 2.10 0.29
H 0.55 3.84 -0.14
H 1.57 2.80 -1.14
N -0.10 -1.64 -2.27
N 0.52 3.09 -0.88
S -2.86 0.85 -0.77
S 2.87 0.61 -0.84

8.
20
Properties=species:S:1:pos:R:3 method="wB97M-V/def2-TZVPD" mol_weight_g_mol=120.148 de_lowest_kcal_mol=47.37 fmax_ev_per_a=1.07 total_energy_ha=-423.378356 homo_lumo_gap_ev=9.011 charge=0 smiles="C=C/C=C(/C)O.O.O"
C 0.93 -0.15 -2.27
C 0.54 -0.29 -1.00
C -0.52 0.43 -0.31
C -0.59 0.54 1.02
C -1.74 1.24 1.72
O 0.35 -0.06 1.79
H 1.87 -0.52 -2.65
H 0.52 0.59 -2.94
H 1.16 -0.91 -0.38
H -1.33 0.89 -0.86
H -1.73 0.98 2.78
H -2.65 0.79 1.34
H -1.72 2.31 1.55
H 0.26 0.12 2.73
O 3.46 0.08 0.52
H 2.59 0.37 0.80
H 3.32 -0.50 -0.23
O -1.81 -2.28 -1.09
H -2.00 -1.56 -1.71
H -0.92 -2.06 -0.80

9.
14
Properties=species:S:1:pos:R:3 method="wB97M-V/def2-TZVPD" mol_weight_g_mol=92.098 de_lowest_kcal_mol=2.57 fmax_ev_per_a=1.04 total_energy_ha=-341.026327 homo_lumo_gap_ev=10.439 charge=0 smiles="CNC(N)=O.O"
C -0.26 0.95 1.38
N 0.30 1.00 0.04
C -0.27 0.27 -0.97
N 0.25 0.49 -2.21
O -1.15 -0.55 -0.78
H -1.18 0.37 1.32
H -0.34 1.97 1.73
H 0.42 0.39 2.03
H 1.01 1.68 -0.20
H 1.15 0.94 -2.36
H -0.18 0.03 -2.99
O 0.25 -2.49 1.37
H 0.21 -3.25 0.79
H -0.18 -1.79 0.85

10.
119
Properties=species:S:1:pos:R:3 method="wB97M-V/def2-TZVPD" mol_weight_g_mol=708.901 de_lowest_kcal_mol=27.92 fmax_ev_per_a=3.56 total_energy_ha=-2479.557940 homo_lumo_gap_ev=9.591 charge=0 smiles="COC[C@H](C)N.COC[C@H](C)N.NC(N)=O.NC(N)=O.NC(N)=O.NC(N)=O.NC(N)=O.CCO.CCO.CCO.CCO.CCO"
C 17.17 15.91 9.05
O 17.51 14.60 8.56
C 16.99 13.50 9.27
C 17.23 12.20 8.54
C 16.42 12.19 7.26
N 16.88 11.13 9.41
H 16.06 15.98 9.31
H 17.22 16.66 8.27
H 17.84 16.19 9.99
H 17.37 13.34 10.26
H 15.90 13.48 9.45
H 18.27 12.07 8.19
H 16.64 11.33 6.68
H 16.63 13.10 6.67
H 15.43 12.35 7.65
H 16.64 10.30 8.82
H 17.61 10.80 9.96
C 15.03 8.91 7.26
O 14.88 8.39 8.56
C 13.58 8.01 8.81
C 13.39 8.10 10.36
C 12.09 7.30 10.78
N 13.45 9.46 10.88
H 16.11 9.02 7.16
H 14.59 9.92 7.24
H 14.73 8.27 6.40
H 12.80 8.65 8.33
H 13.31 7.03 8.44
H 14.18 7.53 10.88
H 11.23 7.37 10.05
H 11.74 7.56 11.82
H 12.18 6.24 10.76
H 14.14 9.93 10.34
H 12.56 9.87 10.62
N 15.15 14.66 12.48
C 13.93 14.35 11.98
N 13.13 13.43 12.60
O 13.63 14.84 10.92
H 15.43 15.62 12.33
H 15.61 14.28 13.31
H 12.21 13.30 12.21
H 13.30 13.21 13.54
N 9.98 13.08 7.46
C 10.30 12.08 6.69
N 11.68 11.89 6.38
O 9.50 11.17 6.31
H 10.66 13.68 7.90
H 9.03 13.11 7.84
H 12.34 12.43 6.89
H 11.91 10.90 6.24
N 5.52 12.59 8.84
C 6.71 12.71 8.17
N 6.81 11.81 7.11
O 7.53 13.58 8.46
H 5.27 13.10 9.67
H 5.09 11.71 8.69
H 6.09 11.09 6.98
H 7.70 11.54 6.69
N 9.31 7.99 6.73
C 9.13 7.28 7.88
N 8.56 5.99 7.65
O 9.33 7.77 9.03
H 9.39 8.98 6.63
H 8.96 7.52 5.89
H 7.87 5.78 6.93
H 8.26 5.67 8.57
N 7.68 13.88 11.11
C 6.50 13.40 11.59
N 6.75 12.38 12.41
O 5.35 13.81 11.43
H 7.71 14.63 10.42
H 8.45 13.29 11.13
H 7.60 11.82 12.38
H 5.94 11.91 12.78
C 16.07 10.76 14.38
C 15.37 9.40 14.33
O 13.94 9.52 14.06
H 17.11 10.59 14.71
H 15.54 11.41 15.03
H 16.22 11.20 13.44
H 15.37 8.88 15.31
H 15.86 8.69 13.62
H 13.97 9.66 13.09
C 10.60 9.25 14.29
C 10.90 10.44 15.17
O 11.75 11.36 14.39
H 9.97 8.49 14.76
H 11.52 8.71 14.05
H 10.32 9.51 13.26
H 11.43 9.93 15.98
H 10.04 11.05 15.46
H 12.60 10.96 14.25
C 10.31 16.27 9.82
C 11.48 15.95 8.89
O 11.90 14.57 8.86
H 10.37 17.31 10.02
H 10.32 15.79 10.79
H 9.38 15.98 9.43
H 12.35 16.52 9.03
H 11.22 16.08 7.81
H 12.53 14.38 9.57
C 9.75 10.52 10.31
C 10.55 11.82 10.63
O 10.39 12.36 11.94
H 9.95 10.25 9.30
H 8.72 10.74 10.32
H 10.11 9.67 10.98
H 10.23 12.53 9.89
H 11.63 11.61 10.54
H 10.73 11.70 12.56
C 6.28 8.66 12.38
C 6.89 8.25 11.09
O 8.08 7.67 11.34
H 6.33 7.91 13.16
H 5.20 8.95 12.20
H 6.75 9.45 12.90
H 6.97 9.13 10.50
H 6.20 7.53 10.54
H 8.65 7.73 10.56

11.
67
Properties=species:S:1:pos:R:3 method="wB97M-V/def2-TZVPD" mol_weight_g_mol=498.927 fmax_ev_per_a=2.20 total_energy_ha=-2431.726038 homo_lumo_gap_ev=7.913 charge=+1
Mg -0.33 -1.72 -1.62
N 1.31 0.33 0.26
O 1.05 0.01 1.43
O 2.14 1.19 -0.03
O 0.79 -0.31 -0.71
C 1.52 3.20 2.77
C 0.27 3.22 2.01
N -0.70 3.18 1.39
H 1.44 2.34 3.43
H 1.66 4.08 3.39
H 2.35 3.06 2.09
C 0.56 -0.53 4.90
C -0.78 -1.05 5.14
N -1.84 -1.44 5.31
H 0.60 0.54 5.09
H 0.90 -0.68 3.87
H 1.32 -0.95 5.55
C -0.29 -5.25 0.66
S 1.12 -4.23 0.16
O 0.59 -3.29 -0.89
C 1.28 -3.27 1.69
H -1.21 -4.69 0.55
H -0.19 -5.64 1.67
H -0.26 -6.12 0.01
H 2.11 -2.57 1.59
H 1.47 -3.92 2.54
H 0.38 -2.71 1.91
C -2.81 1.90 -1.41
S -2.47 0.74 -2.76
O -1.67 -0.38 -2.13
C -4.14 0.08 -2.97
H -1.89 2.00 -0.84
H -3.59 1.49 -0.76
H -3.17 2.85 -1.80
H -4.82 0.91 -3.17
H -4.50 -0.35 -2.04
H -4.24 -0.64 -3.78
C 3.82 0.48 -2.54
C 4.57 -0.77 -2.14
O 5.35 -1.30 -2.88
C 4.45 -1.24 -0.70
H 2.74 0.29 -2.50
H 4.07 0.66 -3.58
H 4.08 1.23 -1.80
H 4.19 -0.46 0.02
H 5.38 -1.74 -0.42
H 3.66 -2.00 -0.66
C -3.66 -2.13 0.75
C -2.30 -1.48 0.87
O -1.42 -1.75 0.08
C -2.06 -0.55 2.02
H -3.87 -2.33 -0.30
H -4.46 -1.54 1.18
H -3.61 -3.07 1.32
H -2.15 0.51 1.75
H -1.08 -0.71 2.45
H -2.86 -0.79 2.72
C -0.39 4.94 -2.78
C -0.16 3.57 -3.33
O -0.72 3.20 -4.34
C 0.79 2.64 -2.61
H -1.21 5.42 -3.31
H 0.53 5.52 -2.83
H -0.70 4.80 -1.74
H 0.70 1.60 -2.93
H 0.53 2.68 -1.55
H 1.82 2.97 -2.72

12.
6
Properties=species:S:1:pos:R:3 method="wB97M-V/def2-TZVPD" mol_weight_g_mol=91.091 de_lowest_kcal_mol=59.09 fmax_ev_per_a=3.94 total_energy_ha=-641.996435 homo_lumo_gap_ev=9.327 charge=0 smiles="O=C=NOS"
O 2.68 0.54 0.33
C 1.54 0.33 0.03
N 0.50 -0.09 -0.45
O -0.73 0.46 -0.69
S -2.08 -0.71 -0.35
H -1.91 -0.52 1.13

13.
16
Properties=species:S:1:pos:R:3 method="wB97M-V/def2-TZVPD" mol_weight_g_mol=90.122 de_lowest_kcal_mol=27.87 fmax_ev_per_a=0.64 total_energy_ha=-308.853752 homo_lumo_gap_ev=11.017 charge=0 smiles=CO[C@H](C)CO
C -0.45 0.71 -1.59
O -0.69 0.92 -0.20
C 0.09 0.15 0.72
C 1.59 0.36 0.57
C -0.36 -1.31 0.57
O -1.75 -1.32 0.38
H 0.45 1.25 -1.88
H -0.34 -0.34 -1.92
H -1.30 1.12 -2.14
H -0.22 0.49 1.72
H 1.85 1.42 0.63
H 1.94 -0.03 -0.39
H 2.12 -0.17 1.37
H 0.17 -1.79 -0.27
H -0.12 -1.88 1.47
H -1.95 -0.41 0.14

14.
16
Properties=species:S:1:pos:R:3 method="wB97M-V/def2-TZVPD" mol_weight_g_mol=192.152 de_lowest_kcal_mol=59.14 fmax_ev_per_a=4.54 total_energy_ha=-1038.462868 homo_lumo_gap_ev="7.801 / 7.854" charge=0
C -0.71 1.09 0.03
C -1.97 0.75 0.07
C 0.62 -0.83 1.03
C 0.49 0.20 -0.17
N -0.40 -1.82 0.88
N -3.17 1.44 0.29
O 1.41 -0.64 1.87
O -3.43 2.45 -0.33
O -3.74 0.84 1.22
O -2.60 -2.66 0.42
O -1.26 -2.22 -1.52
S -1.65 -1.82 -0.24
H -0.45 2.14 0.30
H 0.53 -0.28 -1.16
H 1.41 0.63 -0.16
H -0.60 -2.49 1.57

15.
9
Properties=species:S:1:pos:R:3 method="wB97M-V/def2-TZVPD" mol_weight_g_mol=162.403 de_lowest_kcal_mol=60.31 fmax_ev_per_a=4.64 total_energy_ha=-1587.877346 homo_lumo_gap_ev="9.090 / 9.090" charge=0 smiles="[O-]/[NH+]=C/C(Cl)(Cl)Cl"
O 0.64 -1.92 1.73
N 0.05 -1.10 0.93
C 0.49 0.07 0.35
C -0.22 0.76 -0.70
Cl 0.88 0.92 -2.10
Cl -1.73 -0.09 -1.21
Cl -0.69 2.40 -0.05
H -0.89 -1.47 0.51
H 1.48 0.43 0.55

16.
39
Properties=species:S:1:pos:R:3 method="wB97M-V/def2-TZVPD" mol_weight_g_mol=234.195 de_lowest_kcal_mol=39.94 fmax_ev_per_a=1.07 total_energy_ha=-993.709583 homo_lumo_gap_ev=9.382 charge=0
O 0.03 2.86 -1.94
H 0.58 2.28 -1.41
H 0.35 3.74 -1.74
O -3.37 -1.35 0.92
H -2.98 -1.31 0.05
H -3.79 -2.21 0.96
O 1.86 0.55 -2.89
H 1.42 0.29 -2.08
H 2.67 0.04 -2.89
O 0.52 -3.16 -1.38
H 1.06 -2.39 -1.51
H 1.07 -3.89 -1.67
O 3.10 0.98 1.34
H 4.05 0.91 1.35
H 2.87 0.96 0.41
O -0.26 -0.55 2.41
H 0.39 -0.22 3.02
H -0.97 0.10 2.43
O -2.49 2.06 -1.62
H -1.59 2.30 -1.84
H -2.41 1.57 -0.80
O 2.66 -1.44 -1.04
H 3.60 -1.61 -0.98
H 2.32 -1.64 -0.17
O -2.97 1.38 1.27
H -3.00 0.45 1.52
H -2.08 1.65 1.47
O -2.50 -1.21 -1.74
H -2.41 -1.96 -2.32
H -1.92 -0.54 -2.11
O 1.79 -2.52 1.34
H 1.20 -1.87 1.72
H 2.41 -2.72 2.04
O -0.54 2.15 2.28
H 0.35 2.50 2.32
H -1.07 2.79 2.76
O 0.11 0.55 -0.14
H 0.09 0.83 0.77
H -0.14 -0.37 -0.12

17.
20
Properties=species:S:1:pos:R:3 method="wB97M-V/def2-TZVPD" mol_weight_g_mol=101.169 de_lowest_kcal_mol=11.53 fmax_ev_per_a=1.78 total_energy_ha=-311.613709 homo_lumo_gap_ev=5.613 charge=-1 smiles=CC[C@H](C)CC[O-]
C 2.45 0.85 -0.19
C 0.97 1.13 0.17
C 0.03 -0.05 -0.05
C -0.14 -0.47 -1.53
C -1.29 0.05 0.75
C -2.05 -1.30 0.97
O -3.25 -1.11 1.57
H 2.88 1.77 -0.59
H 2.57 0.13 -1.01
H 2.99 0.52 0.69
H 0.83 1.48 1.19
H 0.72 2.09 -0.32
H 0.49 -0.98 0.35
H 0.82 -0.69 -2.00
H -0.83 -1.30 -1.62
H -0.65 0.33 -2.09
H -1.92 0.85 0.34
H -0.99 0.40 1.75
H -1.41 -1.94 1.63
H -2.23 -1.75 -0.05